Entry 1:
{"formula": "C28H33N6O3PSr", "method": "ωB97M-V with the def2-TZVPD basis set", "mol_weight_g_mol": 620.205, "homo_energy_ev": -6.98, "energy_ev": -54781.4671, "charge": 0, "e_lumo_ev": -0.06, "species": ["Sr", "P", "O", "O", "O", "N", "N", "N", "N", "N", "N", "C", "C", "C", "C", "C", "C", "C", "C", "C", "C", "C", "C", "C", "C", "C", "C", "C", "C", "C", "C", "C", "C", "C", "C", "C", "C", "C", "C", "H", "H", "H", "H", "H", "H", "H", "H", "H", "H", "H", "H", "H", "H", "H", "H", "H", "H", "H", "H", "H", "H", "H", "H", "H", "H", "H", "H", "H", "H", "H", "H", "H"], "xyz": [[-0.03, -0.05, 0.07], [-0.30, 3.18, -1.56], [1.12, 2.38, -1.21], [-0.95, 1.98, -2.39], [0.30, 4.18, -2.70], [-2.36, -0.41, -1.29], [2.01, -1.45, 1.16], [2.71, -0.22, -1.27], [3.23, -2.82, 2.29], [3.97, -2.54, 1.20], [5.07, -0.96, -2.57], [-1.42, 5.22, -4.07], [2.06, -2.17, 2.25], [0.85, -3.09, -1.88], [-0.30, 1.33, -3.51], [-4.51, -0.31, -3.02], [-1.24, 1.34, -4.70], [0.33, 0.62, 2.91], [-3.36, 0.45, -1.10], [3.56, -1.10, -0.74], [4.21, -0.10, -3.11], [-0.75, -0.29, 2.87], [-1.46, 1.68, 1.96], [3.05, 0.27, -2.46], [3.19, 3.65, -1.12], [-0.10, 1.83, 2.34], [0.80, -4.04, -2.89], [-1.26, -2.21, -2.51], [-2.40, -1.25, -2.34], [-1.33, -3.16, -3.54], [-0.16, -2.14, -1.64], [-0.41, 5.40, -2.96], [4.74, -1.46, -1.39], [3.20, -1.70, 0.55], [-3.48, -1.20, -3.23], [-1.86, 0.37, 2.29], [-0.30, -4.07, -3.74], [2.04, 3.05, -0.34], [-4.46, 0.54, -1.92], [3.59, -3.45, 2.99], [-3.51, -1.84, -4.09], [2.36, 0.99, -2.90], [0.62, 1.86, -3.75], [-3.26, 1.10, -0.24], [-0.07, 0.31, -3.20], [-2.83, -0.07, 2.11], [1.60, -4.75, -3.02], [-2.18, 4.49, -3.78], [-2.18, -3.22, -4.21], [2.40, 2.31, 0.38], [3.89, 4.14, -0.44], [1.51, 3.83, 0.23], [-5.25, 1.25, -1.71], [1.30, -2.25, 3.01], [-0.94, 4.87, -4.98], [-1.92, 6.17, -4.28], [-1.43, 2.36, -5.03], [-2.07, 2.44, 1.50], [4.47, 0.31, -4.08], [-2.18, 0.87, -4.45], [1.32, 0.44, 3.32], [-0.77, -1.30, 3.25], [-5.35, -0.28, -3.70], [0.48, 2.74, 2.26], [5.42, -2.16, -0.93], [3.73, 2.87, -1.66], [2.83, 4.38, -1.84], [0.34, 6.14, -3.24], [-0.90, 5.75, -2.05], [-0.37, -4.80, -4.53], [-0.78, 0.79, -5.52], [1.73, -3.11, -1.23]]}

Entry 2:
{"formula": "C6H14N2O2", "method": "ωB97M-V with the def2-TZVPD basis set", "mol_weight_g_mol": 146.190, "homo_energy_ev": -8.94, "energy_ev": -13524.8851, "smiles": "CNC(C)=O.CNC(C)=O", "charge": 0, "e_lumo_ev": 0.56, "species": ["O", "O", "N", "N", "C", "C", "C", "C", "C", "C", "H", "H", "H", "H", "H", "H", "H", "H", "H", "H", "H", "H", "H", "H"], "xyz": [[-0.11, -1.18, 0.61], [-1.20, 2.42, -2.03], [2.10, -1.55, 0.79], [-1.46, 1.21, -0.16], [-1.30, 1.33, -1.50], [-1.25, 0.03, -2.25], [-1.01, 2.27, 0.73], [0.66, -1.67, 2.78], [0.87, -1.42, 1.32], [2.31, -1.17, -0.61], [-2.25, -0.40, -2.28], [-1.54, 3.17, 0.49], [2.85, -2.01, 1.25], [3.40, -1.11, -0.71], [0.02, 2.57, 0.47], [1.86, -0.20, -0.78], [-0.69, -0.69, -1.68], [-0.10, -2.44, 2.94], [0.21, -0.82, 3.25], [1.99, -1.97, -1.27], [-1.39, 0.31, 0.30], [1.54, -1.90, 3.37], [-1.12, 2.14, 1.80], [-0.81, 0.10, -3.24]]}

Entry 3:
{"formula": "C4H9FS", "method": "ωB97M-V with the def2-TZVPD basis set", "mol_weight_g_mol": 108.181, "homo_energy_ev": -9.19, "energy_ev": -17845.6789, "smiles": "C[C@@H](S)CCF", "charge": 0, "e_lumo_ev": 0.89, "species": ["S", "F", "C", "C", "C", "C", "H", "H", "H", "H", "H", "H", "H", "H", "H"], "xyz": [[1.61, 0.79, 1.81], [-1.68, -0.33, -1.42], [-0.57, -0.75, 1.17], [0.18, 0.55, 0.66], [-0.36, -0.58, -1.62], [0.51, 0.47, -0.88], [1.87, 2.12, 1.69], [-0.90, -0.55, 2.19], [0.25, 1.45, -1.34], [-1.50, -0.99, 0.64], [1.52, 0.13, -1.17], [-0.13, -0.70, -2.67], [-0.21, -1.39, -1.08], [0.06, -1.59, 1.29], [-0.63, 1.37, 0.74]]}